Record 1
ORCA calculation (wB97M-V/def2-TZVPD) on 5 unconnected molecules or ions with the total composition C5H21NO5.

Last column: natural (NBO) charge in e.
Atoms and positions in Å:
C -0.021 -0.942 2.416  -0.204
N -0.162 0.149 1.404  -0.679
C 0.884 1.155 1.503  -0.217
C 1.719 1.302 0.223  -0.447
C 2.520 0.047 -0.130  -0.067
O 2.554 0.024 -1.546  -0.733
C -1.020 -2.071 2.078  -0.629
H -0.248 -0.531 3.385  0.189
H 1.055 -1.357 2.497  0.155
H -0.233 -0.279 0.441  0.376
H 1.533 1.010 2.360  0.191
H 0.375 2.151 1.687  0.185
H 2.403 2.178 0.291  0.219
H 1.028 1.582 -0.648  0.229
H 3.512 0.076 0.226  0.174
H 2.045 -0.923 0.312  0.161
H 3.117 -0.702 -1.857  0.485
H -2.056 -1.821 2.293  0.211
H -0.767 -2.976 2.654  0.209
H -0.996 -2.304 1.075  0.227
H -2.410 -0.532 -0.288  0.503
H -2.244 0.400 0.930  0.492
O -2.783 0.325 0.135  -0.996
H -0.438 0.771 -2.315  0.513
H 0.977 0.007 -2.164  0.498
O 0.059 -0.063 -2.544  -1.023
H -2.097 -2.086 -1.729  0.485
H -0.839 -1.159 -1.666  0.514
O -1.481 -1.670 -1.118  -1.000
H -1.089 2.608 -0.833  0.469
H -1.997 1.396 -0.883  0.510
O -1.347 1.946 -1.445  -0.998

Atoms 1-3, force components in eV/Å:
C 0.4 -0.5 -1.1
N 0.2 -1.7 -0.2
C -0.7 1.9 -0.7

Values from the calculation:
E_HOMO   -9.117 eV
Structure (SMILES)   CCNCCCO.O.O.O.O
Kohn-Sham gap   9.7 eV


Record 2
ORCA calculation (wB97M-V/def2-TZVPD) on a molecular structure, Cl2O.

Last column: natural (NBO) charge in e.
Atoms and positions in Å:
O -0.197 0.417 0.000  -0.449
Cl 1.849 -0.389 0.000  0.025
Cl -1.442 -0.542 0.000  0.424

Atomic forces in eV per Å
O 3.1 0.3 0.0
Cl -2.8 0.7 0.0
Cl -0.3 -0.9 0.0

Values from the calculation:
E_HOMO (alpha / beta)   -10.972 / -10.970 eV
Kohn-Sham gap (alpha / beta)   7.3 / 7.3 eV


Record 3
ORCA calculation (wB97M-V/def2-TZVPD) on 3 unconnected molecules or ions with the total composition C4H15NO2.

Last column: natural (NBO) charge in e.
Atoms and positions in Å:
C 1.353 -1.123 -0.207  -0.625
C 0.990 -0.094 -1.279  -0.042
C 1.227 1.394 -0.902  -0.409
C 1.511 1.655 0.578  -0.618
N 1.821 -0.312 -2.491  -0.854
H 1.202 -2.126 -0.579  0.208
H 2.427 -1.002 -0.008  0.218
H 0.756 -1.138 0.709  0.205
H -0.045 -0.308 -1.557  0.163
H 1.994 1.859 -1.515  0.212
H 0.293 1.907 -1.208  0.199
H 0.861 1.071 1.224  0.206
H 2.572 1.643 0.849  0.213
H 1.303 2.719 0.764  0.208
H 1.736 -1.256 -2.845  0.354
H 1.659 0.335 -3.242  0.361
H -2.675 -1.260 1.522  0.481
H -1.614 -2.110 0.966  0.459
O -2.557 -2.144 1.160  -0.942
H -2.947 1.643 2.528  0.481
H -4.166 0.681 2.662  0.481
O -3.258 0.748 2.348  -0.959

Atoms 1-3, force components in eV/Å:
C 0.8 0.1 -0.4
C 0.5 0.0 -0.9
C -1.4 -0.2 0.2

Values from the calculation:
E_HOMO   -9.060 eV
Structure (SMILES)   CC[C@H](C)N.O.O
Kohn-Sham gap   9.6 eV


Energy above the lowest of the compared OMol25 structures with the same formula, charge and spin values (in kcal/mol) by entry order: 8.5, 0.0, 24.3.
F_max values (in eV/Å) by entry order: 2.631, 3.098, 1.542.